1.
Entry from OMol25: a 7-piece molecular cluster, C66H74F13INO3 overall in a non-equilibrium geometry (ωB97M-V/def2-TZVPD).

For the HOMO energy, the calculation gives -10.1 eV. The max |F| is 5.08 eV/A. As for the molar mass: 1303.20 g/mol. As for the HOMO-LUMO gap: 5.69 eV.

Structure (ORCA input):
```
! RIJCOSX wB97M-V def2-TZVPD def2/J DEFGRID3
* xyz 1 1
C 0.56736 -3.38031 3.86415
C 0.68619 -3.34155 5.46608
C 1.54235 -2.08515 6.02763
O 0.91629 -0.80129 5.77413
C 1.67751 0.01425 4.85681
C 0.62626 0.67991 3.83672
C -0.57868 1.56359 4.40682
N -0.52313 2.68020 3.66004
C -1.50627 3.83394 3.78540
O -2.79237 3.21970 3.99009
C -3.68078 3.40924 2.88302
C -3.31830 3.30976 1.38259
C -4.41335 3.54477 0.27635
C -5.91339 3.84844 0.62099
C -6.27762 3.90066 2.14956
C -5.18193 3.70648 3.24740
C 0.59533 2.76886 2.64147
I 1.96596 4.15373 3.70071
C 1.17152 1.25895 2.41545
C 0.51131 0.35698 1.26553
C -1.07488 0.59410 1.06440
C -1.90024 -0.78330 0.82905
F -1.26281 -1.48258 -0.23025
F -1.78502 -1.49191 2.08758
C -3.46522 -0.43991 0.51737
F -3.99338 0.04991 1.73660
F -3.48314 0.61137 -0.43660
C -4.21088 -1.72642 -0.07783
F -3.64676 -2.94282 0.44489
F -3.89344 -1.76151 -1.48122
C -5.78525 -1.81146 0.20975
F -6.21084 -3.08286 -0.31045
F -6.07510 -1.89533 1.61762
C -6.65740 -0.58832 -0.34590
F -8.02503 -0.89573 -0.01334
F -6.38575 0.66176 0.26036
C -6.62688 -0.36903 -1.93304
F -5.62987 0.51592 -2.39412
F -7.88051 0.24437 -2.27553
F -6.55163 -1.54506 -2.70090
O 2.59734 1.09880 2.32905
C 3.17108 1.83148 1.21337
C 3.97621 0.84345 0.19509
C 5.02307 -0.03688 1.04053
C 4.66692 1.82962 -0.88962
C 5.72765 1.11207 -1.86290
C 7.20560 1.29784 -1.23997
C 5.36389 -0.39814 -2.26923
H -0.37582 -4.00984 3.62542
H 0.39996 -2.36532 3.36764
H 1.43972 -3.90813 3.34833
H -0.36737 -3.34606 5.92558
H 1.20537 -4.32952 5.77485
H 2.63385 -2.16455 5.70062
H 1.54810 -2.21997 7.17895
H 2.41689 -0.59952 4.23986
H 2.29631 0.81320 5.42335
H 0.04977 -0.26053 3.46763
H -1.35510 1.33606 5.21376
H -1.20793 4.47180 4.70471
H -1.43636 4.53102 2.88552
H -2.24625 3.09926 1.05395
H -4.16283 3.50902 -0.84926
H -6.69558 4.02356 -0.20660
H -7.37514 4.09467 2.43852
H -5.48768 3.75290 4.34786
H 0.29840 3.30209 1.65995
H 0.98570 0.51729 0.22164
H 0.68524 -0.76654 1.48851
H -1.58884 1.11952 1.93793
H -1.17763 1.29790 0.15574
H 3.96015 2.59294 1.56998
H 2.40127 2.39112 0.57753
H 3.22200 0.19387 -0.39866
H 4.44084 -0.88835 1.54322
H 5.41802 0.63835 1.88932
H 5.86164 -0.49880 0.42444
H 5.11287 2.76710 -0.37915
H 3.81141 2.21699 -1.56424
H 5.72494 1.72274 -2.84746
H 7.28858 1.00482 -0.13943
H 7.43525 2.43310 -1.28481
H 8.00684 0.73668 -1.84797
H 4.23185 -0.56273 -2.33339
H 5.77999 -0.56172 -3.33856
H 5.87613 -1.19457 -1.61808
C -10.78902 2.07620 3.90239
C -12.02247 1.82958 3.30736
C -12.08255 1.31917 2.01405
C -10.90807 1.04595 1.31869
C -9.67458 1.28904 1.91497
C -9.61460 1.80814 3.20503
H -10.74256 2.47724 4.90953
H -12.93803 2.03608 3.85183
H -13.04430 1.13327 1.54818
H -10.95483 0.64340 0.31221
H -8.75852 1.07430 1.37329
H -8.65223 2.00243 3.66760
C 6.79484 0.27248 -6.32838
C 7.01229 1.51146 -6.92311
C 6.12258 1.99087 -7.87959
C 5.00907 1.23488 -8.23463
C 4.78934 -0.00258 -7.63737
C 5.68386 -0.48628 -6.68754
H 7.49053 -0.10240 -5.58520
H 7.87699 2.10399 -6.64141
H 6.29610 2.95388 -8.34790
H 4.31282 1.61077 -8.97690
H 3.92024 -0.59109 -7.91327
H 5.51522 -1.45360 -6.22607
C 10.17048 0.19642 -4.73583
C 11.30166 0.66438 -5.39722
C 12.42808 -0.14484 -5.50821
C 12.41967 -1.42676 -4.96575
C 11.28707 -1.89601 -4.30761
C 10.16386 -1.08330 -4.18864
H 9.29329 0.82916 -4.64641
H 11.30566 1.66142 -5.82610
H 13.31236 0.22263 -6.01816
H 13.29618 -2.05955 -5.05647
H 11.28016 -2.89607 -3.88620
H 9.28260 -1.44755 -3.67053
C -9.57057 -2.15652 5.35935
C -9.26249 -3.48736 5.62577
C -8.61966 -4.25995 4.66300
C -8.27609 -3.69851 3.43680
C -8.58069 -2.36691 3.17181
C -9.23169 -1.59654 4.13078
H -10.07484 -1.55546 6.10883
H -9.52448 -3.92317 6.58447
H -8.38573 -5.29917 4.86837
H -7.77081 -4.29939 2.68769
H -8.31186 -1.92953 2.21719
H -9.47409 -0.55963 3.92139
C -11.87595 -4.79619 -0.18853
C -11.24457 -3.97550 0.74128
C -11.37066 -4.23849 2.10179
C -12.12082 -5.32887 2.53265
C -12.74921 -6.15179 1.60278
C -12.63061 -5.88337 0.24246
H -11.78016 -4.58880 -1.24932
H -10.65385 -3.12896 0.40502
H -10.88420 -3.59496 2.82594
H -12.21519 -5.53686 3.59338
H -13.33276 -7.00290 1.93883
H -13.12504 -6.52179 -0.48186
C 16.81091 1.88652 -5.20939
C 17.72245 2.06414 -6.24557
C 17.29187 2.54919 -7.47670
C 15.95026 2.86609 -7.66873
C 15.03936 2.69198 -6.63134
C 15.46837 2.19823 -5.40300
H 17.14639 1.50511 -4.25066
H 18.76961 1.82349 -6.09374
H 18.00163 2.68126 -8.28635
H 15.61528 3.24885 -8.62704
H 13.99332 2.94073 -6.78075
H 14.75688 2.05742 -4.59610
*
```

Mulliken atomic charge list, values in e, 2 entries: atom 1 (C): -0.721, atom 2 (C): -0.452

=====

2.
Entry from OMol25: a 8-piece molecular cluster, C66H75N3O21P overall in a non-equilibrium geometry (ωB97M-V/def2-TZVPD).

For the HOMO energy, the calculation gives -11.4 eV. The max |F| is 4.53 eV/A. As for the molar mass: 1277.30 g/mol. As for the HOMO-LUMO gap: 6.43 eV.

Structure (ORCA input):
```
! RIJCOSX wB97M-V def2-TZVPD def2/J DEFGRID3
* xyz 1 1
C 1.41157 -4.98640 1.49328
C 0.25288 -4.24409 2.21575
C 0.75125 -3.26651 3.32304
C 0.29190 -1.79203 3.10526
C -0.66976 -1.30728 4.21734
C -1.16182 0.13751 3.95767
C -2.15856 0.09962 2.74973
C -1.44156 0.56770 1.44715
C -2.15117 -0.15765 0.29139
N -1.74625 0.35322 -1.05174
C -2.85768 0.63776 -1.83478
N -3.08257 1.81776 -2.42212
N -3.81870 -0.32837 -1.98252
C -3.30418 -1.67657 -2.32378
P -4.05072 -3.02105 -1.27435
O -4.10696 -4.18540 -2.13211
O -5.52275 -2.60280 -0.73925
O -3.12066 -3.38770 -0.01372
C -1.76305 -1.84969 -2.34917
C -0.92189 -0.68256 -1.77450
C -0.28380 0.06734 -3.00387
C 0.37213 1.38521 -2.60451
O 1.49521 1.45490 -2.38078
O -0.41550 2.53255 -2.57050
C -0.31425 3.26387 -1.39632
C -0.70239 4.72343 -1.54579
O -0.00271 2.82660 -0.37276
O 0.05958 -1.04546 -0.86928
C 0.96705 -2.06014 -1.31796
C 2.45215 -1.69022 -1.01579
C 3.23403 -1.37008 -2.31662
C 2.57480 -0.63284 0.09866
C 4.02465 -0.22412 0.47060
C 4.59432 0.90492 -0.42929
C 5.03234 -1.40096 0.47876
H 1.15461 -6.04584 1.39802
H 1.64104 -4.60022 0.49299
H 2.32560 -4.89081 2.08780
H -0.34565 -5.00873 2.72776
H -0.42380 -3.74133 1.51167
H 0.37006 -3.56609 4.30673
H 1.84433 -3.27262 3.37452
H -0.11788 -1.66420 2.09559
H 1.18999 -1.15870 3.18068
H -1.53365 -1.98713 4.20853
H -0.11712 -1.37052 5.16023
H -1.71356 0.54558 4.80931
H -0.31245 0.75911 3.65456
H -3.06775 0.68619 2.92911
H -2.48515 -0.94143 2.59693
H -0.37036 0.37322 1.46627
H -1.65838 1.63623 1.33492
H -2.04841 -1.24424 0.41222
H -3.22338 0.06360 0.43384
H -3.29600 2.61844 -1.82940
H -2.99311 1.98756 -3.42119
H -4.49794 -0.31907 -1.22763
H -3.67113 -1.91339 -3.32709
H -5.39582 -2.21986 0.15050
H -3.25153 -4.32950 0.19525
H -1.53107 -2.81473 -1.88638
H -1.46012 -1.97240 -3.39396
H -1.03333 0.26540 -3.78415
H 0.51228 -0.51165 -3.47744
H -0.72550 5.03278 -2.59565
H 0.06393 5.29122 -1.01627
H -1.70592 4.87583 -1.10719
H 0.90823 -2.29706 -2.38466
H 0.74935 -2.97575 -0.75021
H 2.89996 -2.60869 -0.61574
H 3.41108 -0.30427 -2.47676
H 4.20473 -1.87520 -2.32086
H 2.72290 -1.73598 -3.22108
H 2.14466 -1.06217 1.01890
H 2.02202 0.29089 -0.10164
H 4.02150 0.17684 1.49371
H 5.30496 1.55936 0.08146
H 3.75149 1.45508 -0.86659
H 5.13765 0.47783 -1.28480
H 4.51944 -2.29723 0.85491
H 5.91684 -1.20414 1.09198
H 5.39704 -1.60647 -0.53292
C 7.15479 3.21369 -4.18896
C 7.03516 2.64407 -5.38640
C 5.75680 2.03153 -5.82203
O 5.64482 1.51048 -6.91237
C 4.61727 2.07883 -4.87360
C 4.73683 2.64781 -3.67729
C 6.01579 3.26134 -3.24045
O 6.12220 3.78121 -2.14991
H 8.07994 3.66514 -3.85346
H 7.85638 2.60118 -6.09093
H 3.69208 1.62660 -5.20960
H 3.91507 2.68960 -2.97243
C 2.38908 0.10361 7.42950
C 2.67894 0.92503 8.43490
C 2.14364 0.68960 9.80033
O 2.40707 1.44017 10.71492
C 1.27568 -0.49620 9.99806
C 0.98531 -1.31806 8.99140
C 1.52097 -1.08068 7.63204
O 1.25795 -1.83372 6.71162
H 2.76927 0.25811 6.42702
H 3.31136 1.79472 8.30859
H 0.89531 -0.65249 10.99965
H 0.35139 -2.19372 9.11498
C -8.70269 -3.64756 1.76041
C -7.56309 -2.99055 1.95160
C -7.17715 -2.48361 3.28614
O -6.13220 -1.88117 3.44536
C -8.10710 -2.73538 4.41054
C -9.24993 -3.39290 4.22612
C -9.63866 -3.90214 2.88637
O -10.67556 -4.50151 2.71554
H -9.00039 -4.02454 0.78998
H -6.86775 -2.79594 1.14958
H -7.80581 -2.35688 5.37896
H -9.94342 -3.58647 5.03439
C 1.45473 -5.91689 10.49352
C 1.95551 -7.09097 10.11771
C 1.85483 -7.55622 8.71188
O 2.30854 -8.62553 8.36816
C 1.17589 -6.66041 7.74281
C 0.67553 -5.48699 8.11987
C 0.77711 -5.02533 9.52413
O 0.32116 -3.95102 9.86561
H 1.51751 -5.56013 11.51377
H 2.45445 -7.75628 10.81071
H 1.11302 -7.01564 6.72209
H 0.17704 -4.81933 7.42775
C -2.17739 3.43082 -6.13010
C -2.54104 4.40038 -6.96567
C -3.44839 4.12847 -8.11076
O -3.77852 5.00771 -8.87161
C -3.93187 2.73484 -8.28252
C -3.56531 1.76816 -7.44428
C -2.66301 2.04390 -6.30651
O -2.32822 1.15662 -5.53548
H -1.51504 3.60791 -5.28984
H -2.19749 5.42103 -6.85416
H -4.59223 2.55438 -9.12101
H -3.90640 0.74648 -7.55364
C -5.79285 5.14179 -0.49847
C -7.12137 5.09941 -0.42671
C -7.82268 3.94589 0.19118
O -9.02923 3.90282 0.25617
C -6.98337 2.84298 0.72719
C -5.65567 2.88835 0.65373
C -4.95888 4.04123 0.03563
O -3.74220 4.08015 -0.02839
H -5.26354 5.97396 -0.94533
H -7.74774 5.89433 -0.81092
H -7.51128 2.01081 1.17589
H -5.02645 2.09435 1.03999
C 9.63621 5.77063 -7.95470
C 9.26013 6.69486 -8.83479
C 8.47897 6.33366 -10.04386
O 8.13721 7.17445 -10.84675
C 8.13292 4.90300 -10.23173
C 8.50938 3.97935 -9.35118
C 9.28953 4.34173 -8.14385
O 9.63066 3.49833 -7.33885
H 10.20686 6.01408 -7.06736
H 9.50301 7.74287 -8.71362
H 7.56237 4.65874 -11.11871
H 8.26661 2.93091 -9.47135
*
```

Mulliken atomic charge list, values in e, 2 entries: atom 1 (C): -1.186, atom 2 (C): 0.427